[1]
{
  "formula": "C29H46Cl45O4P",
  "method": "wB97M-V/def2-TZVPD",
  "elements": ["Cl", "Cl", "Cl", "Cl", "Cl", "Cl", "Cl", "Cl", "Cl", "Cl", "Cl", "Cl", "Cl", "Cl", "Cl", "Cl", "Cl", "Cl", "Cl", "Cl", "Cl", "Cl", "Cl", "Cl", "Cl", "Cl", "Cl", "Cl", "Cl", "Cl", "Cl", "Cl", "Cl", "Cl", "Cl", "Cl", "Cl", "Cl", "Cl", "Cl", "Cl", "Cl", "Cl", "Cl", "Cl", "P", "O", "O", "O", "O", "C", "C", "C", "C", "C", "C", "C", "C", "C", "C", "C", "C", "C", "C", "C", "C", "C", "C", "C", "C", "C", "C", "C", "C", "C", "C", "C", "C", "C", "H", "H", "H", "H", "H", "H", "H", "H", "H", "H", "H", "H", "H", "H", "H", "H", "H", "H", "H", "H", "H", "H", "H", "H", "H", "H", "H", "H", "H", "H", "H", "H", "H", "H", "H", "H", "H", "H", "H", "H", "H", "H", "H", "H", "H", "H"],
  "positions_angstrom": [[7.37, 7.74, 4.75], [7.46, 1.81, 2.23], [-4.26, -1.65, 5.41], [-8.73, 6.08, -7.55], [0.41, -1.94, 4.94], [-2.13, 4.78, -2.88], [-3.69, 5.73, 0.10], [-7.20, 3.72, -8.28], [-5.93, 4.74, -2.32], [4.78, 6.69, 3.91], [-3.78, 0.58, 3.61], [-7.47, -0.16, 2.03], [-0.54, -9.69, 1.03], [0.14, -6.94, 6.76], [-1.08, -12.32, 2.18], [-7.29, 2.65, -0.84], [-4.68, 8.96, -10.72], [-6.00, 6.95, -12.38], [-2.72, -7.53, 2.62], [-6.20, 6.38, -8.93], [0.05, 0.82, 5.75], [-3.07, 7.21, -5.25], [0.34, -10.30, 3.68], [7.66, 3.69, 0.01], [4.94, -0.80, 4.09], [4.96, 8.49, 6.19], [-5.64, -1.00, -0.06], [-4.80, 7.78, -1.64], [1.18, -7.01, 9.47], [-4.90, 1.06, 6.25], [3.93, -0.86, 1.39], [-5.29, 5.36, -5.55], [1.04, 0.21, 3.10], [0.58, 4.23, -3.70], [-6.41, 2.17, -3.60], [-3.20, -4.69, 2.47], [-5.76, 9.69, -13.32], [-0.58, -9.11, 8.57], [-5.08, -1.61, 2.74], [-1.47, 2.17, -4.03], [-0.74, -5.62, 3.71], [-5.79, 8.15, -4.89], [6.89, 4.63, 2.65], [3.85, -3.29, 3.02], [-2.05, 7.96, -0.76], [4.23, -8.44, 2.57], [4.04, -7.58, 1.30], [2.88, -8.25, 3.37], [5.23, -7.64, 3.48], [4.62, -9.85, 2.29], [-5.01, 8.41, -12.37], [-2.46, -5.96, 3.43], [-3.81, 0.05, 5.29], [1.56, -3.48, -0.44], [7.86, 3.46, 1.75], [3.29, -5.35, -1.01], [0.54, 2.47, -0.53], [2.67, 3.85, -0.62], [-1.12, 3.90, -4.03], [1.00, -1.12, -1.31], [-3.68, 7.44, -0.32], [4.17, -6.13, 1.25], [4.52, -5.77, -0.19], [-1.00, 0.52, -0.87], [0.75, -2.63, -1.42], [1.91, 2.75, 0.08], [-6.33, -1.40, 1.52], [-0.16, -0.27, -1.89], [1.03, -0.29, 4.79], [-7.01, 3.36, -2.43], [-7.63, 5.37, -8.73], [4.72, -1.80, 2.65], [2.97, -3.84, -0.97], [5.64, 8.06, 4.62], [0.05, -10.97, 2.09], [0.68, -7.98, 8.08], [-0.21, 1.32, 0.14], [-4.75, 7.02, -5.76], [4.05, 4.18, -0.03], [-0.83, -0.98, -2.40], [3.47, -5.66, -2.05], [2.04, 4.75, -0.62], [5.80, -8.32, 3.91], [2.77, 3.55, -1.68], [-1.74, -0.13, -0.38], [-0.94, 1.75, 0.84], [4.98, -6.65, -0.64], [1.01, -2.93, -2.44], [-6.87, -2.33, 1.42], [1.75, 3.00, 1.14], [-1.59, 1.26, -1.44], [-3.98, 8.01, 0.55], [1.67, -2.92, 0.50], [-2.93, -5.97, 4.40], [1.01, -4.40, -0.24], [-4.06, 8.17, -12.83], [4.95, -5.79, 1.94], [5.51, 8.91, 3.96], [5.70, -2.08, 2.29], [-1.35, 4.28, -5.02], [8.91, 3.63, 2.00], [0.66, 2.21, -1.60], [3.20, -5.68, 1.50], [-2.81, 0.16, 5.69], [4.14, 5.26, 0.10], [1.54, -8.54, 7.73], [0.21, 0.40, -2.67], [-0.06, 3.39, -0.48], [-7.97, 3.72, -2.78], [-4.81, 7.26, -6.81], [-0.32, -2.80, -1.23], [1.90, -0.91, -1.90], [3.05, -3.45, -2.00], [0.47, 0.72, 0.76], [3.73, -3.34, -0.35], [1.18, -0.88, -0.26], [4.19, 3.72, 0.96], [2.11, -8.26, 2.75], [2.49, 1.81, 0.04], [4.86, 3.88, -0.71], [-8.14, 5.34, -9.68], [2.43, -5.93, -0.65], [0.99, -11.34, 1.69], [2.05, -0.27, 5.16], [5.24, -4.93, -0.18]],
  "lowdin_charge": [0.52, 0.51, 0.49, 0.53, 0.52, 0.49, 0.51, 0.53, 0.47, 0.50, 0.49, 0.53, 0.50, 0.50, 0.54, 0.52, 0.51, 0.51, 0.51, 0.52, 0.54, 0.53, 0.55, 0.54, 0.54, 0.53, 0.52, 0.49, 0.52, 0.54, 0.54, 0.50, 0.57, 0.56, 0.52, 0.52, 0.53, 0.52, 0.43, 0.59, 0.49, 0.51, 0.50, 0.59, 0.52, 0.26, -0.17, -0.13, -0.09, -0.26, -1.55, -1.53, -1.52, -0.20, -1.54, -0.19, -0.23, -0.28, -1.51, -0.20, -1.53, -0.22, -0.17, -0.21, -0.22, -0.23, -1.51, -0.22, -1.53, -1.54, -1.53, -1.53, -0.19, -1.55, -1.55, -1.56, -0.24, -1.54, -0.12, 0.11, 0.11, 0.11, 0.11, 0.09, 0.11, 0.11, 0.12, 0.11, 0.01, 0.12, 0.07, 0.01, 0.08, 0.01, 0.10, 0.01, 0.09, 0.01, 0.02, 0.00, 0.01, 0.07, 0.10, -0.03, 0.07, 0.01, 0.06, 0.11, 0.01, -0.05, 0.11, 0.12, 0.10, 0.01, 0.07, 0.08, 0.06, 0.07, 0.11, 0.04, 0.01, 0.11, 0.02, -0.01, 0.11],
  "orbital_gap_ev": 10.38,
  "total_energy_ev": -611808.788,
  "total_charge": 0,
  "largest_force_ev_per_a": 2.6,
  "e_lumo_ev": 0.2754
}



[2]
{
  "formula": "C29H46N4O4S",
  "method": "wB97M-V/def2-TZVPD",
  "elements": ["S", "O", "O", "O", "O", "N", "N", "N", "N", "C", "C", "C", "C", "C", "C", "C", "C", "C", "C", "C", "C", "C", "C", "C", "C", "C", "C", "C", "C", "C", "C", "C", "C", "C", "C", "C", "C", "C", "H", "H", "H", "H", "H", "H", "H", "H", "H", "H", "H", "H", "H", "H", "H", "H", "H", "H", "H", "H", "H", "H", "H", "H", "H", "H", "H", "H", "H", "H", "H", "H", "H", "H", "H", "H", "H", "H", "H", "H", "H", "H", "H", "H", "H", "H"],
  "positions_angstrom": [[-3.78, -1.61, -3.00], [2.10, 2.95, 1.83], [-0.53, -0.27, 1.26], [-3.27, -2.95, -2.35], [-3.89, -1.36, -4.51], [3.45, -0.53, 2.04], [-0.10, 3.03, -1.28], [-5.10, -1.08, -2.17], [1.29, 0.71, 2.86], [-5.06, -0.17, 0.06], [-5.20, -1.31, -0.91], [-1.01, 0.77, -0.74], [3.80, -1.88, 1.66], [0.43, 1.73, 0.72], [-5.92, -0.03, -2.85], [1.09, 3.91, -3.26], [-0.39, 0.58, 0.46], [-2.55, 0.72, -3.38], [3.94, 0.53, 0.02], [4.93, -2.53, 2.08], [-0.98, 2.04, -1.84], [-6.53, -2.02, -0.50], [-1.63, 2.00, -2.95], [0.59, 2.77, -0.32], [3.17, -0.35, 3.53], [-2.59, -0.23, -2.40], [2.20, 0.69, 3.71], [-6.31, -1.33, 1.74], [-1.81, -0.35, -1.40], [-5.13, -0.39, 1.71], [5.44, -4.07, 0.13], [5.09, -4.01, 1.61], [4.28, 2.06, -0.43], [1.47, 1.76, 1.87], [4.35, 0.45, 1.31], [5.83, 2.43, -0.18], [-0.04, 3.96, -2.32], [-6.62, -2.62, 1.13], [4.98, -2.65, 3.21], [5.86, -2.36, 1.84], [-7.40, -1.54, -0.71], [6.44, 1.85, -0.80], [0.50, 4.93, -1.51], [4.53, -3.86, -0.31], [-1.89, -1.45, -0.80], [6.16, -3.43, 0.25], [6.15, 2.40, 0.72], [-4.14, -1.09, 1.95], [-6.25, -1.39, 2.89], [0.96, 3.81, 0.22], [2.74, 1.63, 3.88], [-7.64, -2.92, 1.18], [6.10, 3.56, -0.44], [1.20, 4.78, -3.86], [-6.81, -2.84, -1.19], [1.70, 0.45, 4.65], [-6.93, -0.30, -2.62], [5.84, -4.60, 2.34], [-3.01, 0.79, -4.31], [-5.78, -0.23, -3.92], [2.66, -1.53, 3.67], [2.00, 3.55, -2.58], [-5.43, 0.84, -2.67], [-5.83, -3.08, 1.13], [4.08, 2.31, -1.37], [-1.58, 2.68, -3.69], [4.16, 1.22, 2.09], [5.36, 0.10, 1.70], [-5.83, 0.50, 0.01], [2.78, -2.50, 1.68], [5.77, -5.09, -0.08], [0.66, 0.07, 2.30], [-0.87, 4.32, -2.63], [4.53, -0.24, -0.73], [-4.83, 0.44, 2.13], [-4.33, -2.11, -0.50], [3.89, 2.80, 0.32], [-4.26, 0.51, -0.19], [4.08, -0.58, 4.00], [4.13, -4.59, 1.89], [3.68, -2.00, 0.38], [3.00, 0.45, -0.23], [-7.06, -0.63, 1.76], [0.92, 2.99, -4.00]],
  "lowdin_charge": [0.90, -0.10, 0.09, -0.37, -0.35, -0.18, -0.09, -0.30, 0.07, -0.13, -0.47, 0.08, -0.31, 0.02, 0.02, -0.08, -0.50, 0.06, -0.19, -0.28, -0.07, -0.07, 0.04, -0.03, -0.12, -0.33, -0.37, -0.30, 0.00, -0.10, -0.09, -0.27, -0.16, -0.22, -0.26, -0.08, -0.25, -0.04, 0.14, 0.05, 0.05, 0.04, 0.21, 0.05, 0.20, 0.01, -0.03, 0.16, 0.13, 0.21, 0.15, 0.12, 0.11, 0.07, 0.11, 0.14, 0.10, 0.15, 0.08, 0.09, 0.19, 0.12, 0.06, 0.01, 0.03, 0.07, 0.13, 0.15, 0.07, 0.16, 0.09, 0.12, 0.05, 0.18, 0.04, 0.21, 0.10, 0.10, 0.09, 0.12, 0.17, 0.05, 0.09, 0.12],
  "orbital_gap_ev": 6.74,
  "de_lowest_kcal_mol": 613.6,
  "total_energy_ev": -55780.311,
  "total_charge": 0,
  "largest_force_ev_per_a": 14.6,
  "e_lumo_ev": -1.1637
}



[3]
{
  "formula": "C29H46NO3P2Sm",
  "method": "wB97M-V/def2-TZVPD",
  "elements": ["Sm", "P", "P", "O", "O", "O", "N", "C", "C", "C", "C", "C", "C", "C", "C", "C", "C", "C", "C", "C", "C", "C", "C", "C", "C", "C", "C", "C", "C", "C", "C", "C", "C", "C", "C", "C", "H", "H", "H", "H", "H", "H", "H", "H", "H", "H", "H", "H", "H", "H", "H", "H", "H", "H", "H", "H", "H", "H", "H", "H", "H", "H", "H", "H", "H", "H", "H", "H", "H", "H", "H", "H", "H", "H", "H", "H", "H", "H", "H", "H", "H", "H"],
  "positions_angstrom": [[-0.26, 0.01, 0.44], [2.25, 0.61, 1.11], [-2.32, 0.17, -1.22], [-0.71, 0.29, -4.56], [0.40, -1.80, -3.32], [-0.97, 0.51, 2.34], [-0.02, 2.20, -0.46], [-2.12, 3.16, 2.05], [-0.29, -0.09, 5.82], [-0.53, -0.35, 4.48], [-0.86, 2.66, -1.42], [-2.39, 4.19, 4.24], [0.93, 4.37, -0.11], [-1.73, -2.54, 4.26], [2.50, -0.15, 2.75], [-0.89, 0.74, 3.64], [3.70, 0.45, 0.08], [-2.77, -1.22, -2.26], [-1.04, -2.79, 1.04], [-0.42, -1.81, 4.00], [-0.61, 2.28, 5.46], [0.00, -4.95, 0.66], [-0.86, 4.03, -1.73], [-3.61, 0.53, 0.01], [0.05, 4.88, -1.08], [0.05, -2.29, 0.34], [-1.05, -4.20, 1.22], [0.72, -2.59, 4.66], [-1.01, 2.06, 4.14], [1.07, -4.38, -0.07], [-1.79, 1.68, -2.16], [0.87, 3.01, 0.20], [-0.30, 1.22, 6.31], [-1.44, 3.34, 3.39], [1.09, -2.98, -0.24], [1.72, 2.40, 1.34], [1.66, 4.98, 0.43], [0.82, -3.57, 4.18], [2.68, 2.92, 1.46], [-3.65, -0.89, -2.83], [-1.87, -4.67, 1.81], [-2.30, 4.14, 1.59], [-1.96, 4.51, 5.19], [-3.30, 3.60, 4.45], [-3.76, -0.34, 0.67], [3.38, 0.31, 3.22], [-0.23, -1.83, 2.93], [-0.02, -6.04, 0.80], [0.53, -2.76, 5.73], [-4.52, 0.76, -0.56], [-2.97, -2.10, -1.64], [1.69, -2.07, 4.56], [-1.81, -2.14, 1.45], [-1.69, -3.58, 3.91], [-1.92, -1.46, -2.92], [2.62, -1.24, 2.63], [-2.70, 5.08, 3.67], [0.87, -0.32, -1.65], [-0.60, 3.31, 5.81], [-0.09, -0.96, 6.46], [1.62, -0.02, 3.41], [1.84, -2.42, -0.79], [-2.77, 2.14, -2.36], [-0.35, -0.61, -4.30], [-3.08, 2.64, 2.16], [3.48, 0.94, -0.88], [-1.48, 2.59, 1.36], [-0.08, 1.40, 7.35], [0.08, 5.93, -1.33], [-0.52, 3.93, 3.22], [0.04, 0.74, -4.96], [-3.35, 1.38, 0.67], [3.85, -0.62, -0.12], [1.87, -5.00, -0.51], [0.21, -2.66, -2.91], [0.71, -1.16, -2.54], [-1.58, 4.38, -2.48], [-2.56, -2.03, 3.75], [1.14, 2.46, 2.30], [-1.94, -2.53, 5.35], [4.54, 0.91, 0.62], [-1.30, 1.26, -3.10]],
  "lowdin_spin": [5.06, -0.01, -0.01, 0.00, 0.00, -0.01, -0.01, 0.00, 0.00, 0.00, 0.00, 0.00, 0.00, 0.00, 0.00, 0.00, 0.00, 0.00, 0.00, 0.00, 0.00, 0.00, 0.00, 0.00, 0.00, -0.02, 0.00, 0.00, 0.00, 0.00, 0.00, 0.00, 0.00, 0.00, 0.00, 0.00, 0.00, 0.00, 0.00, 0.00, 0.00, 0.00, 0.00, 0.00, 0.00, 0.00, 0.00, 0.00, 0.00, 0.00, 0.00, 0.00, 0.00, 0.00, 0.00, 0.00, 0.00, -0.01, 0.00, 0.00, 0.00, 0.00, 0.00, 0.00, 0.00, 0.00, 0.00, 0.00, 0.00, 0.00, 0.00, 0.00, 0.00, 0.00, 0.00, 0.00, 0.00, 0.00, 0.00, 0.00, 0.00, 0.00],
  "orbital_gap_ev": [6.87, 6.93],
  "spin_multiplicity": 6,
  "total_energy_ev": -74931.142,
  "total_charge": 0,
  "largest_force_ev_per_a": 2.7,
  "e_lumo_ev": [-0.0275, -0.0084]
}



[4]
{
  "formula": "C29H47BBrCl2F9IO10S5",
  "method": "wB97M-V/def2-TZVPD",
  "elements": ["I", "Br", "Cl", "Cl", "S", "S", "S", "S", "S", "F", "F", "F", "F", "F", "F", "F", "F", "F", "O", "O", "O", "O", "O", "O", "O", "O", "O", "O", "C", "C", "C", "C", "C", "C", "C", "C", "C", "C", "C", "C", "C", "C", "C", "C", "C", "C", "C", "C", "C", "C", "C", "C", "C", "C", "C", "C", "C", "B", "H", "H", "H", "H", "H", "H", "H", "H", "H", "H", "H", "H", "H", "H", "H", "H", "H", "H", "H", "H", "H", "H", "H", "H", "H", "H", "H", "H", "H", "H", "H", "H", "H", "H", "H", "H", "H", "H", "H", "H", "H", "H", "H", "H", "H", "H", "H"],
  "positions_angstrom": [[1.06, 2.60, -0.75], [1.60, -2.49, -3.59], [2.84, -1.94, 0.87], [1.37, -4.59, 0.82], [-1.18, -0.06, 0.72], [-7.13, 7.29, -4.65], [6.17, -8.53, 5.90], [5.00, -2.33, 4.21], [-1.19, 6.12, -4.57], [-4.98, 1.99, -2.28], [-4.28, 0.03, -4.44], [-4.99, -0.16, -2.03], [-2.51, -1.13, -1.42], [-3.45, 2.01, -4.21], [-2.19, 1.89, -1.48], [-3.88, 1.77, -0.09], [-2.29, 0.27, -3.62], [-3.67, -0.70, 0.37], [-0.04, 5.73, -5.35], [6.72, -7.20, 5.94], [-1.17, 6.08, -3.14], [-6.02, 8.07, -4.19], [5.30, -2.51, 2.82], [4.98, -1.02, 4.81], [-7.19, 6.79, -6.00], [-1.40, -0.97, 1.84], [4.81, -8.76, 5.49], [-1.32, 1.33, 1.12], [-1.75, 7.75, -5.09], [3.47, -3.18, 4.57], [1.68, 0.92, 1.83], [-3.10, 7.54, -5.79], [-8.66, 8.16, -4.30], [6.07, -3.42, 5.17], [3.90, -4.59, 4.94], [-9.60, 7.09, -3.77], [6.47, -9.32, 7.49], [-0.84, -3.38, -0.16], [2.11, 0.31, -3.47], [1.73, 2.34, 2.39], [-3.19, 1.10, -1.04], [7.43, -10.48, 7.22], [0.55, -3.11, 0.32], [0.37, -0.60, -1.79], [1.71, -0.80, -2.49], [-8.76, 6.23, -2.81], [7.28, -9.57, 4.96], [1.15, -1.92, 0.34], [8.27, -10.10, 5.99], [-4.18, 0.89, -2.24], [-7.43, 5.92, -3.52], [-3.73, 6.28, -5.18], [-3.51, 0.80, -3.65], [1.53, 0.73, 0.29], [5.14, -4.44, 5.84], [-2.68, -0.23, -0.41], [-2.63, 5.23, -5.15], [0.50, -0.49, -0.14], [-0.95, -3.27, -1.24], [-2.94, 7.38, -6.86], [-4.07, 6.50, -4.17], [0.89, 0.38, 2.36], [1.22, 0.85, -3.79], [7.74, -8.98, 4.17], [2.53, 0.53, -0.09], [8.05, -10.69, 8.09], [8.82, -10.96, 5.60], [2.62, 0.45, 2.12], [-2.83, 4.40, -4.47], [-6.59, 5.85, -2.83], [2.54, 2.91, 1.94], [-8.56, 6.79, -1.90], [-3.74, 8.41, -5.67], [2.82, -3.12, 3.70], [-9.27, 5.32, -2.53], [1.97, 2.26, 3.46], [-9.96, 6.47, -4.60], [5.65, -5.39, 5.98], [2.74, 1.04, -2.95], [6.75, -3.89, 4.47], [-10.46, 7.52, -3.27], [2.52, -1.02, -1.80], [6.91, -8.57, 8.15], [-0.99, 8.18, -5.75], [-0.21, 0.21, -2.24], [4.83, -4.07, 6.82], [-1.85, 8.36, -4.19], [0.78, 2.85, 2.30], [-4.59, 5.94, -5.76], [6.86, -11.39, 7.00], [6.62, -2.82, 5.88], [-9.01, 8.64, -5.22], [4.17, -5.14, 4.03], [-0.21, -1.49, -1.98], [-7.49, 5.01, -4.12], [2.65, -0.07, -4.33], [-1.10, -4.42, 0.06], [-2.40, 4.85, -6.14], [6.68, -10.37, 4.52], [-8.44, 8.91, -3.54], [3.11, -5.14, 5.43], [8.98, -9.33, 6.26], [-1.60, -2.77, 0.33], [3.00, -2.67, 5.42], [5.51, -9.65, 7.90]],
  "lowdin_charge": [0.96, 0.61, 0.71, 0.60, 0.79, 0.66, 0.67, 0.65, 0.66, 0.13, 0.16, 0.16, 0.09, 0.17, 0.11, 0.15, 0.19, 0.10, -0.33, -0.33, -0.31, -0.32, -0.35, -0.33, -0.32, -0.31, -0.31, -0.35, -0.22, -0.23, -0.33, -0.21, -0.23, -0.22, -0.21, -0.22, -0.22, -0.12, -0.17, -0.18, -0.38, -0.22, -0.72, -0.26, -0.67, -0.21, -0.23, -0.54, -0.22, -0.32, -0.21, -0.24, -0.53, -0.60, -0.22, -0.44, -0.22, -0.79, 0.07, 0.12, 0.10, 0.09, 0.07, 0.11, 0.03, 0.11, 0.11, 0.08, 0.09, 0.11, 0.05, 0.12, 0.10, 0.09, 0.11, 0.07, 0.12, 0.07, 0.05, 0.10, 0.11, 0.05, 0.10, 0.10, 0.06, 0.12, 0.10, 0.05, 0.10, 0.12, 0.10, 0.11, 0.12, 0.03, 0.11, 0.04, 0.06, 0.11, 0.11, 0.11, 0.11, 0.12, 0.06, 0.11, 0.10],
  "orbital_gap_ev": 7.13,
  "total_energy_ev": -233809.614,
  "total_charge": -1,
  "largest_force_ev_per_a": 2.2,
  "e_lumo_ev": 1.5794
}



Question: Which formula does entry 4 have?
Answer: C29H47BBrCl2F9IO10S5



Question: Number 1 is which compound?
Answer: C29H46Cl45O4P